{
  "formula": "C23H52Cl2FN3O14P3",
  "method": "the ωB97M-V functional and the def2-TZVPD basis",
  "species": ["C", "C", "C", "C", "C", "Cl", "C", "C", "C", "O", "Cl", "N", "C", "N", "C", "C", "C", "O", "N", "C", "C", "F", "H", "H", "H", "H", "H", "H", "H", "H", "H", "H", "H", "H", "H", "H", "H", "H", "H", "H", "H", "H", "H", "H", "H", "H", "H", "C", "O", "P", "O", "O", "C", "O", "C", "H", "H", "H", "H", "H", "H", "H", "H", "H", "C", "O", "P", "O", "O", "C", "O", "C", "H", "H", "H", "H", "H", "H", "H", "H", "H", "C", "O", "P", "O", "O", "C", "O", "C", "H", "H", "H", "H", "H", "H", "H", "H", "H"],
  "positions_angstrom": [[3.61885, -1.70618, 5.64538], [2.06210, -2.02791, 6.04353], [1.66400, -3.37410, 5.29175], [1.08214, -0.77563, 5.90149], [0.02734, -0.78304, 4.71580], [-1.35311, -2.05334, 4.79015], [0.46054, -0.89681, 3.17741], [1.53854, 0.07841, 2.51436], [3.05904, -0.47472, 2.58008], [3.36149, -1.63587, 2.25550], [4.35892, 0.73842, 3.11513], [-0.85311, -0.49027, 2.53665], [-1.70024, 0.25836, 3.50514], [-2.96527, 0.58348, 3.30363], [-3.56162, 0.23195, 1.96927], [-5.12948, -0.05854, 2.24536], [-5.35560, -1.24993, 3.29241], [-5.72226, 1.15184, 2.79354], [-0.83936, 0.45889, 4.67246], [-0.20411, 1.77458, 4.90061], [-0.52673, 2.19956, 6.43869], [-0.88457, 2.76676, 4.09105], [3.82649, -2.31961, 4.70624], [4.34720, -2.05181, 6.45914], [3.71868, -0.57943, 5.50669], [2.11189, -2.28163, 7.17103], [2.50943, -4.14244, 5.44608], [0.75219, -3.82213, 5.84699], [1.35806, -3.27468, 4.20061], [1.75167, 0.16865, 5.93799], [0.46745, -0.71981, 6.88017], [0.66038, -1.90949, 2.69678], [1.50959, 1.16573, 2.84927], [1.30391, 0.09885, 1.37974], [-0.80177, 0.20438, 1.77616], [-3.47317, 1.00887, 4.09083], [-3.40376, 1.07042, 1.20923], [-3.12295, -0.75269, 1.55390], [-5.62520, -0.24278, 1.22641], [-6.45083, -1.57627, 3.19245], [-4.71647, -2.17787, 3.07435], [-5.17430, -0.93724, 4.37787], [-5.10573, 1.88290, 2.56342], [0.92893, 1.81314, 4.80871], [-1.58560, 2.59966, 6.57009], [0.24611, 2.97981, 6.76302], [-0.38247, 1.29823, 7.14646], [-2.26989, -6.91568, 1.24501], [-0.89713, -6.57156, 1.21373], [-0.20927, -5.37434, 0.19115], [-1.54996, -4.85565, -0.32347], [0.40412, -6.52106, -0.79766], [-0.45822, -7.44973, -1.42953], [0.61689, -4.17614, -0.73514], [1.09978, -3.08792, 0.04259], [-2.57174, -7.00275, 2.29129], [-2.93727, -6.20372, 0.76568], [-2.39518, -7.89411, 0.77687], [-1.44783, -7.02719, -1.62055], [-0.54818, -8.34380, -0.80852], [-0.01576, -7.74040, -2.38397], [1.80078, -3.44841, 0.79984], [0.26334, -2.57052, 0.52713], [1.61677, -2.38756, -0.61540], [3.54911, -0.10371, -1.39522], [4.20227, 0.41984, -2.53157], [3.40092, 1.13171, -3.87500], [2.02088, 1.12164, -3.22065], [3.64148, -0.21152, -4.77451], [3.13050, -1.45792, -4.34074], [2.74484, 1.91129, -5.26483], [3.05241, 3.30137, -5.34196], [4.09107, 0.23592, -0.50856], [2.50801, 0.19193, -1.27985], [3.60880, -1.19378, -1.42693], [2.21755, -1.34460, -3.75035], [3.89114, -1.97931, -3.75490], [2.90161, -2.06402, -5.21905], [4.13525, 3.44391, -5.37541], [2.63554, 3.82855, -4.47816], [2.61157, 3.70877, -6.25276], [-1.18204, 5.36159, -5.30745], [-0.42699, 5.87297, -6.38883], [-1.09534, 6.62498, -7.78262], [-2.52089, 6.66116, -7.23892], [-0.83984, 5.27774, -8.67355], [-1.43185, 4.05096, -8.29055], [-1.61144, 7.43824, -9.21231], [-1.24640, 8.81539, -9.25188], [-0.69607, 5.67618, -4.38068], [-2.21701, 5.69272, -5.26760], [-1.15676, 4.27034, -5.34511], [-2.38182, 4.19804, -7.77052], [-0.73975, 3.49599, -7.65271], [-1.61697, 3.45925, -9.18893], [-0.15967, 8.91843, -9.20099], [-1.70891, 9.35339, -8.41859], [-1.59972, 9.24436, -10.19041]],
  "forces_ev_per_angstrom": [[-0.99, -0.14, 0.13], [1.50, -0.83, 0.38], [-0.97, -0.64, 1.43], [-0.32, -0.23, 1.07], [-0.07, 0.82, -1.13], [1.32, -0.07, 0.94], [-0.35, 0.67, -1.80], [1.21, 0.33, -0.29], [0.21, -3.17, -0.96], [-1.24, 4.85, 1.39], [-1.51, -1.13, -0.64], [-2.37, 2.32, 0.99], [3.22, -1.10, -0.04], [3.02, -0.82, -0.38], [-1.80, -1.07, -0.28], [0.62, 0.17, -0.17], [-0.49, -0.23, -0.49], [1.37, -0.20, -0.27], [-1.09, -0.38, -0.87], [-1.49, 1.88, 3.00], [0.93, -0.20, -0.04], [1.42, -1.89, 0.65], [0.07, 1.28, 1.13], [-1.18, 0.52, -1.13], [0.27, -1.59, -0.02], [-0.39, 0.45, -1.82], [-1.26, 1.32, -0.53], [1.35, 0.60, -1.05], [0.78, -0.05, 1.38], [-1.30, -1.33, -0.56], [0.76, -0.10, -1.71], [-0.17, 1.03, 1.46], [-0.01, -1.53, -0.24], [0.46, -0.19, 1.74], [0.39, -0.88, -0.20], [0.01, -0.15, -0.70], [-0.22, -1.02, 1.16], [-0.29, 1.70, 0.93], [0.80, -0.12, 1.50], [1.61, 0.51, 0.31], [-0.82, 1.46, 0.12], [-0.22, -0.21, -1.62], [-1.05, -0.45, 0.08], [-1.58, -0.13, -0.71], [1.44, -0.56, -0.41], [-1.28, -0.89, -0.47], [-0.30, 1.38, -1.32], [-0.86, 0.48, 0.86], [2.93, 0.75, 0.61], [-6.61, -2.36, -6.66], [0.66, 0.39, 1.40], [1.21, 1.32, 0.58], [-0.41, -0.70, 0.25], [2.00, -0.73, 3.04], [0.20, 0.26, 0.04], [0.05, -0.06, -0.02], [0.33, 0.10, -0.13], [0.29, 0.02, -0.12], [0.11, 0.11, 0.12], [-0.10, 0.02, -0.07], [0.19, 0.20, 0.17], [0.12, 0.32, -0.05], [-0.06, 0.07, 0.01], [-0.06, -0.12, -0.01], [-0.05, 0.63, 0.96], [1.76, 1.38, -1.74], [-7.51, -5.91, 1.09], [1.15, 0.91, 0.37], [0.50, 1.48, -0.72], [0.28, -0.50, 0.54], [3.67, 0.87, 0.56], [-0.04, 0.57, -0.14], [0.09, -0.05, 0.00], [0.03, 0.13, -0.39], [0.11, -0.02, -0.27], [0.08, 0.17, -0.03], [-0.11, -0.05, 0.04], [0.13, 0.28, -0.06], [-0.13, 0.23, -0.16], [0.01, 0.04, -0.05], [0.00, -0.15, 0.08], [-0.21, 0.63, 1.02], [2.11, 1.30, -1.73], [-7.89, -5.57, 0.68], [1.23, 0.88, 0.40], [0.68, 1.39, -0.75], [0.19, -0.48, 0.54], [3.66, 0.74, 0.77], [-0.03, 0.53, -0.12], [0.04, -0.04, -0.02], [0.11, 0.11, -0.34], [0.11, -0.01, -0.29], [0.10, 0.16, -0.01], [-0.12, -0.05, 0.04], [0.14, 0.27, -0.06], [-0.10, 0.23, -0.16], [0.02, 0.03, -0.04], [0.00, -0.15, 0.08]],
  "gap_ev": 6.190,
  "spin_multiplicity": 1,
  "homo_energy_ha": -0.3927,
  "total_charge": 1,
  "lumo_ev": -4.497
}